--- P ---
DFT (ωB97M-V/def2-TZVPD) results for an isolated molecule of C3H12N3O2PSi.

Computed properties:
Gap between HOMO and LUMO   9.77 eV
LUMO energy   0.331 eV

Element x y z (Å)
C -1.99392 -0.22376 -1.45270
C -0.88926 1.25405 1.41229
C -0.19493 -1.81297 2.10677
N 2.04615 0.71252 -0.03879
N -1.48162 -1.02607 -0.35578
N 1.81982 0.41813 -2.72967
O 3.58515 2.13537 -1.52119
O 1.27796 -0.38878 0.30899
Si -0.33244 -0.45381 0.79451
P 2.57256 1.07929 -1.55021
H -2.28951 0.74942 -1.06738
H -1.25180 -0.07031 -2.24245
H -2.86984 -0.71134 -1.88060
H -0.51574 1.45824 2.41180
H -0.53021 2.04701 0.76085
H -1.97096 1.32120 1.45190
H 0.32893 -2.67693 1.71360
H 0.34664 -1.47121 2.98109
H -1.17800 -2.13416 2.42851
H 2.67508 1.01454 0.69967
H 2.22337 0.76945 -3.59009
H -1.37745 -1.98991 -0.64111


--- Q ---
DFT (ωB97M-V/def2-TZVPD) results for an isolated molecule of C3H12N3O2PSi.

Computed properties:
Gap between HOMO and LUMO (spin up / spin down)   7.92 / 7.93 eV
LUMO energy (spin up / spin down)   -0.649 / -0.649 eV

Element x y z (Å)
C -0.20914 -2.45811 -0.19635
C -2.06117 0.48351 -1.53623
C -1.34599 1.19735 1.43927
N 1.74400 1.10406 -0.99883
N -0.07724 -1.12408 0.28570
N 2.42355 0.62943 1.49503
O 3.59534 -0.70586 -0.47125
O 0.44199 1.45716 -0.75961
Si -0.74436 0.36365 -0.16654
P 2.37526 -0.06758 -0.00470
H 0.02361 -2.59313 -1.25857
H 0.43610 -3.11711 0.39120
H -1.24537 -2.77335 -0.03652
H -2.48688 -0.48758 -1.75299
H -2.87655 1.12920 -1.22472
H -1.65940 0.88177 -2.46173
H -1.30415 2.27778 1.36068
H -2.37203 0.91191 1.63868
H -0.76187 0.90034 2.30435
H 1.87613 0.84558 -1.97767
H 2.64103 -0.01795 2.23896
H 1.58715 1.16299 1.69184


Quick ranking, most stable first: P, Q.


--- P ---
DFT (ωB97M-V/def2-TZVPD) results for a cluster of 10 separate species, C20H40Br20 in total.

Computed properties:
Gap between HOMO and LUMO   9.60 eV
SMILES string   BrCCBr.BrCCBr.BrCCBr.BrCCBr.BrCCBr.BrCCBr.BrCCBr.BrCCBr.BrCCBr.BrCCBr
LUMO energy   -0.105 eV

Element x y z (Å)
Br 3.27330 -7.61013 -1.45021
C 3.73275 -5.65514 -1.48938
C 2.34010 -4.98910 -1.68755
Br 2.63103 -3.03878 -1.32780
H 4.48550 -5.45377 -2.25157
H 4.23267 -5.38483 -0.55926
H 1.61892 -5.32131 -0.94080
H 1.87049 -5.18939 -2.65058
Br 0.43177 4.30747 5.11048
C 0.90571 2.31559 5.37764
C 1.75504 1.94983 4.13263
Br 1.90077 -0.04827 3.94311
H 0.02044 1.67966 5.37641
H 1.34389 2.16491 6.36425
H 2.75791 2.35920 4.25411
H 1.35057 2.27886 3.17543
Br -0.33045 0.82303 -5.09030
C -0.39839 -0.78955 -3.92132
C -0.95236 -1.99263 -4.66510
Br -0.75420 -3.61501 -3.49698
H -1.04633 -0.53271 -3.08329
H 0.62317 -0.98181 -3.59336
H -0.39519 -2.16294 -5.58633
H -1.99045 -1.86100 -4.97029
Br -1.27589 -1.71149 -0.20596
C 0.03695 -0.25968 -0.58806
C 0.48608 0.51628 0.61604
Br -1.11480 1.48183 1.44706
H -0.45655 0.47005 -1.22998
H 0.78307 -0.74328 -1.21857
H 1.29748 1.19317 0.34856
H 0.88391 -0.16768 1.36573
Br -8.00105 -2.50515 0.32732
C -6.16349 -2.93774 -0.39891
C -5.08374 -1.95341 -0.01120
Br -5.30518 -1.45655 1.92141
H -6.25209 -2.92207 -1.48519
H -6.04762 -3.99138 -0.14488
H -5.24796 -0.99687 -0.50736
H -4.11777 -2.40523 -0.23671
Br -0.22359 4.78190 0.53302
C -1.15478 4.07101 -1.03384
C -0.47697 4.64552 -2.23573
Br -1.26147 3.76612 -3.82838
H -2.20076 4.31496 -0.84809
H -0.92529 3.00889 -1.11948
H 0.59452 4.49371 -2.36601
H -0.62312 5.72453 -2.28564
Br -3.66258 3.79653 3.96010
C -4.31009 2.07349 3.14844
C -4.51766 2.26879 1.58398
Br -6.02787 3.47560 1.02182
H -5.21328 1.71778 3.64423
H -3.61979 1.24892 3.32639
H -4.68877 1.38553 0.96861
H -3.65424 2.62181 1.02008
Br 4.08859 0.21552 0.71054
C 4.48362 2.16450 1.09417
C 6.00935 2.35568 1.08891
Br 6.73468 2.13640 -0.81549
H 4.14641 2.44085 2.09318
H 4.01518 2.84661 0.38465
H 6.57714 1.67596 1.72426
H 6.34810 3.36670 1.31516
Br -2.22875 -1.14525 3.93930
C -2.22302 -3.13990 3.93892
C -1.08282 -3.61515 3.03335
Br -0.94879 -5.63449 3.22581
H -3.21219 -3.50951 3.66871
H -2.06188 -3.42705 4.97799
H -0.10955 -3.17442 3.24922
H -1.28927 -3.37794 1.98970
Br 4.89833 0.99167 -5.94158
C 3.38187 1.31262 -4.73184
C 3.82498 1.55118 -3.27217
Br 2.29663 1.90522 -2.07568
H 2.73888 0.45033 -4.90828
H 2.86971 2.17131 -5.16594
H 4.49283 2.41109 -3.22075
H 4.38776 0.77014 -2.76094


--- Q ---
DFT (ωB97M-V/def2-TZVPD) results for a cluster of 10 separate species, C20H40Br20 in total.

Computed properties:
Gap between HOMO and LUMO   10.01 eV
SMILES string   BrCCBr.BrCCBr.BrCCBr.BrCCBr.BrCCBr.BrCCBr.BrCCBr.BrCCBr.BrCCBr.BrCCBr
LUMO energy   -0.048 eV

Element x y z (Å)
Br 0.83640 5.56759 -4.08705
C 2.40020 4.29635 -3.98902
C 2.01323 3.09478 -4.81820
Br 3.55971 1.81342 -5.27471
H 2.63122 4.08095 -2.94579
H 3.27762 4.80690 -4.38597
H 1.58765 3.42193 -5.76686
H 1.29664 2.47339 -4.28110
Br -3.78585 1.54821 -4.51088
C -3.61655 3.43731 -3.98911
C -4.26426 4.26179 -5.13682
Br -2.96560 4.32243 -6.61349
H -2.59840 3.74286 -3.74801
H -4.31886 3.60456 -3.17246
H -4.51699 5.24668 -4.74409
H -5.17830 3.83571 -5.55043
Br 2.69124 7.60850 1.19638
C 2.72207 6.13362 2.59321
C 2.53843 4.82773 1.87676
Br 2.10046 3.36057 3.26451
H 1.87623 6.25997 3.26900
H 3.59043 6.17114 3.25096
H 3.46026 4.47778 1.41215
H 1.73095 4.97404 1.15935
Br -8.65889 -1.27031 0.98635
C -7.88937 -2.79644 -0.07207
C -6.53237 -2.40419 -0.78858
Br -5.70370 -4.05794 -1.65530
H -8.70532 -3.14524 -0.70505
H -7.59276 -3.54032 0.66736
H -5.84726 -1.96781 -0.06175
H -6.70649 -1.65418 -1.56011
Br 6.33323 0.99343 -0.67373
C 8.03395 0.76942 -1.64841
C 9.26286 1.08859 -0.84097
Br 10.84566 1.41870 -1.98317
H 8.03283 1.44761 -2.50174
H 7.94392 -0.24250 -2.04339
H 9.47484 0.39148 -0.03028
H 9.05150 2.03246 -0.33845
Br -5.19364 2.91224 2.49071
C -3.57017 3.39383 3.52268
C -3.85787 3.01326 5.00085
Br -2.60160 3.74786 6.40592
H -3.40301 4.45931 3.36485
H -2.77749 2.92031 2.94343
H -3.72564 1.94808 5.19065
H -4.84152 3.35324 5.32480
Br -5.34351 -5.73071 4.15245
C -6.46088 -4.31254 5.04685
C -5.78063 -2.90119 4.88866
Br -6.81010 -1.57655 5.95385
H -6.51201 -4.53059 6.11359
H -7.48629 -4.36057 4.68032
H -5.52885 -2.50337 3.90558
H -4.82222 -2.90845 5.40779
Br -0.29433 -4.46886 5.82315
C 1.46146 -3.71391 5.36673
C 2.11861 -4.60109 4.27385
Br 3.62150 -3.79650 3.34278
H 2.15060 -3.53936 6.19299
H 1.24537 -2.71106 4.99836
H 1.49262 -5.01944 3.48567
H 2.53155 -5.48455 4.76075
Br -0.35883 0.66603 -0.48583
C 0.72068 -1.01377 -0.41831
C -0.23421 -2.21434 -0.50523
Br -1.37056 -2.18853 1.20305
H 1.30776 -0.99354 0.49986
H 1.49416 -0.97246 -1.18520
H 0.39371 -3.09948 -0.40358
H -0.94560 -2.39852 -1.31028
Br 4.10259 -4.23929 -3.71594
C 4.87565 -5.21829 -5.20484
C 6.39922 -5.20793 -5.19634
Br 7.07459 -6.16788 -6.78371
H 4.53089 -4.80577 -6.15303
H 4.48715 -6.23556 -5.15653
H 6.74469 -5.75104 -4.31669
H 6.75585 -4.18011 -5.26331


Quick ranking, most stable first: P, Q.